C21H28ClN3O2 | the ωB97M-V functional and the def2-TZVPD basis

2S+1	1
ΔE to the lowest compared entry with this formula, charge and spin	0.000	eV
Kohn-Sham gap	8.492	eV
energy	-43320.5825	eV
SMILES	O=C([C@H]1CCC(=O)N(C2CCCC2)C1)N1CCN(c2ccc(Cl)cc2)CC1
LUMO level	0.362	eV

Each line ends with the Mulliken charge.
CARTESIAN COORDINATES (ANGSTROEM)
O -0.213 2.242 -1.340  -0.670
C -0.384 1.049 -1.177  -0.017
C -0.514 0.078 -2.353  0.543
C -0.768 0.846 -3.658  -1.019
C 0.098 0.318 -4.800  -0.990
C 1.557 0.452 -4.413  0.809
O 2.395 0.980 -5.114  -0.700
N 1.821 -0.057 -3.184  0.199
C 3.145 0.087 -2.611  -0.197
C 3.147 0.871 -1.280  -0.648
C 3.536 -0.139 -0.201  -0.112
C 4.482 -1.084 -0.937  -0.771
C 3.823 -1.265 -2.305  -0.838
C 0.783 -0.757 -2.474  -1.341
N -0.392 0.511 0.070  0.656
C -0.771 -0.822 0.474  -0.606
C -2.086 -0.753 1.262  -1.274
N -1.916 0.105 2.415  0.316
C -2.667 -0.120 3.561  0.386
C -3.308 0.913 4.252  -0.233
C -3.994 0.668 5.426  -0.908
C -4.062 -0.619 5.930  0.359
Cl -4.927 -0.929 7.397  -0.224
C -3.437 -1.661 5.264  -0.827
C -2.745 -1.410 4.098  -0.186
C -1.551 1.448 2.022  -0.895
C -0.251 1.389 1.215  -1.246
H -1.346 -0.604 -2.161  0.480
H -0.521 1.897 -3.490  0.423
H -1.822 0.790 -3.931  0.366
H -0.070 0.894 -5.708  0.406
H -0.134 -0.730 -5.009  0.352
H 3.708 0.634 -3.372  0.581
H 3.898 1.658 -1.329  0.371
H 2.186 1.346 -1.095  0.028
H 2.662 -0.688 0.156  -0.142
H 4.007 0.336 0.658  0.445
H 5.456 -0.607 -1.054  0.305
H 4.624 -2.031 -0.417  0.404
H 3.074 -2.056 -2.256  0.292
H 4.542 -1.535 -3.076  0.398
H 0.541 -1.692 -2.999  0.245
H 1.160 -1.013 -1.484  0.563
H -0.887 -1.486 -0.378  0.601
H 0.013 -1.221 1.129  0.172
H -2.384 -1.752 1.575  0.571
H -2.870 -0.349 0.599  0.202
H -3.291 1.920 3.868  0.387
H -4.486 1.477 5.943  0.397
H -3.483 -2.662 5.664  0.393
H -2.240 -2.229 3.609  0.381
H -1.374 2.052 2.912  0.612
H -2.334 1.923 1.411  0.302
H 0.012 2.382 0.848  0.545
H 0.555 1.006 1.850  0.351